Here is C32H27N6P2PdSSe2 as an isolated structure at a distorted geometry from the Open Molecules 2025 dataset. Energies are from ωB97M-V/def2-TZVPD.

Cartesian coordinates (Å):
C: 1.5971 3.2726 4.3452
C: 0.4931 -2.9318 0.0380
C: 0.7353 -1.1649 3.3164
N: -2.7534 0.1906 1.6009
C: -4.2864 -2.3238 -3.1783
C: 3.0888 3.2821 0.1198
H: -0.5924 -2.6328 4.1389
C: 1.1272 2.3447 -0.8992
H: 2.9492 -0.0520 0.6730
C: 1.1570 4.2746 3.4893
H: 1.5310 5.2840 3.6014
C: -3.4578 1.9830 -3.8144
C: 2.7514 -3.0293 3.7538
C: 2.6623 0.9258 0.3109
N: -3.8174 -1.2825 -3.2908
C: 1.4958 1.0833 -0.4308
H: 1.4060 1.2193 4.9198
C: 1.2106 -1.8713 -0.5056
H: -5.7263 -3.7814 -3.6227
H: -0.5216 2.5050 -5.1853
N: -3.2108 0.3069 0.3893
C: 0.2230 3.9863 2.5075
C: -1.4185 -0.0346 1.5720
H: 4.3575 1.9114 1.1727
C: 2.9970 -3.3622 -1.1060
C: 2.2805 -4.4218 -0.5644
H: 4.0878 -1.5413 2.9799
H: 1.1920 -4.3094 4.4884
C: 1.0338 -4.2077 0.0035
P: -0.6067 0.0551 3.2176
N: -2.1682 2.3833 -3.9584
H: -5.1618 -3.7617 -1.9422
H: 3.5392 -3.7457 3.9478
H: -4.9750 0.9468 -4.7015
C: 1.1011 1.9865 4.2192
C: -4.8573 -3.6500 -2.9811
H: 2.6956 -5.4206 -0.5910
C: -1.0649 -0.1123 0.2233
H: 3.7057 4.1424 0.3434
H: 3.9670 -3.5330 -1.5529
H: 3.0009 -1.2672 -1.5477
H: 0.4783 -5.0345 0.4236
H: -0.4851 -2.7653 0.4706
N: -4.0714 1.3670 -4.8879
C: 1.9280 3.4379 -0.6286
P: 0.3989 -0.3014 -0.7714
C: -1.5645 2.2144 -5.1445
C: 0.1786 1.6869 3.2158
C: -0.2641 2.6943 2.3652
C: -3.5007 1.2683 -6.0837
C: 2.4591 -2.0875 -1.0922
S: -4.2650 2.1967 -2.3377
C: 2.0542 -0.8612 2.9922
H: -0.1392 4.7709 1.8560
H: 1.6453 4.4166 -0.9931
H: 0.2188 2.4699 -1.4802
C: 3.0610 -1.7913 3.2137
H: -1.7300 1.6811 -7.2274
H: 2.3017 0.1187 2.6060
C: 1.4334 -3.3455 4.0601
H: -4.0806 0.7942 -6.8636
C: 3.4544 2.0315 0.5896
C: -2.2160 1.7367 -6.2670
Se: -0.2194 -0.3560 -2.8673
H: 2.3096 3.4998 5.1269
Pd: -2.2540 0.8968 -2.3303
H: -1.0114 2.4813 1.6112
Se: -1.9773 -0.1669 4.7852
N: -2.2218 0.1272 -0.4630
H: -4.1155 -4.4087 -3.2225
C: 0.4276 -2.4186 3.8449

total charge = +1
orbital gap = 0.17648 Eh

***

Here is C32H28BrN5O3RhS as an isolated structure from the Open Molecules 2025 dataset. Energies are from ωB97M-V/def2-TZVPD.

Cartesian coordinates (Å):
C: -2.7341 1.2357 -1.2516
C: -5.2843 3.9061 -0.4088
O: -0.6527 -0.3213 -0.7183
C: -2.2912 5.8172 1.0708
H: 3.9781 -1.7214 -2.3248
C: 5.7990 -2.7764 -2.7195
C: -1.0257 3.4703 0.2844
H: 0.7003 -2.2302 3.1837
C: -3.8954 1.9529 -0.6164
H: 3.5433 1.9028 2.0317
H: 2.2471 -2.9955 1.5880
C: -4.6522 1.3216 0.3665
N: 1.0725 -2.4732 0.0109
C: 4.4216 -2.6277 -2.7199
N: 0.0527 -5.9717 1.4835
C: -2.3025 4.7078 1.9064
C: 3.6102 -3.6097 -3.2926
H: 6.0265 -5.7432 -4.3364
H: 6.4237 -2.0048 -2.2901
C: -6.0279 3.2781 0.5789
H: -2.8079 4.7529 2.8620
H: 2.0174 3.3345 3.3712
Rh: -0.8446 -2.2922 -0.1042
C: 2.1873 0.2419 2.0231
H: 7.4512 -4.0185 -3.2857
Br: -0.5038 -2.9200 -2.5881
H: -6.8570 3.7941 1.0444
C: -1.6465 5.7550 -0.1551
N: 1.5947 -7.6278 0.4629
H: -3.0241 0.2583 -1.6439
H: 1.6508 -3.8005 -4.2260
H: -5.5301 4.9137 -0.7168
H: -2.2694 1.8099 -2.0533
C: 1.3829 -3.0901 -2.2919
C: 2.1482 -3.4994 -3.3097
C: 0.0800 0.5710 3.1223
C: 6.3758 -3.9033 -3.2880
C: -0.3460 2.2033 -0.1578
H: -1.3872 -0.6459 3.0511
C: 4.2013 -4.7198 -3.8989
N: -1.1020 -4.1741 0.3262
C: -1.0222 4.5802 -0.5511
C: 0.8819 -6.8447 0.9196
C: 0.4831 1.8538 3.4823
S: -1.4648 0.8029 -0.0282
H: -1.6789 2.6765 2.1774
C: -1.6665 3.5396 1.5203
H: 3.5783 -5.4725 -4.3658
C: 1.7196 2.3333 3.0893
C: 0.5809 -1.7240 2.2173
C: 1.8406 -2.8459 -0.9454
H: 0.4995 1.9272 0.4740
H: -6.2940 1.4856 1.7303
H: 2.8852 -3.0412 -0.7240
H: -1.6294 6.6196 -0.8054
H: -3.6325 3.7449 -1.7646
O: -0.7552 -1.8846 1.7951
H: -0.5207 4.5312 -1.5110
H: -2.7837 6.7305 1.3777
H: 2.8701 -0.3954 1.4748
N: 1.4503 -2.4474 1.3073
C: 5.5765 -4.8718 -3.8811
C: -4.2181 3.2470 -1.0020
C: 0.9451 -0.2599 2.4006
C: -5.7116 1.9824 0.9660
H: -4.4123 0.3083 0.6715
O: -1.1570 0.1760 3.5183
C: 2.5746 1.5341 2.3391
H: -0.0192 2.2397 -1.1982
H: -0.1918 2.4586 4.0727
C: -0.5078 -5.0442 0.8729

total charge = +1
orbital gap = 0.23946 Eh

***

Here is C32H28ClF4GdN6O4S2 as an isolated structure at a distorted geometry from the Open Molecules 2025 dataset. Energies are from ωB97M-V/def2-TZVPD.

Cartesian coordinates (Å):
N: -0.0153 2.3857 -1.4245
C: -3.5357 1.4184 -1.7990
C: 3.7766 2.7715 -1.2606
H: 1.1533 3.9158 0.3986
C: -4.1701 -3.9571 -0.0035
N: -0.3635 -0.6523 -2.4420
C: 1.4288 -0.4587 4.6899
H: -0.4379 -2.9955 -5.4944
C: -0.6444 -1.9458 -2.3041
C: 2.1677 -1.6617 4.7841
H: 2.5066 2.7542 1.8110
C: 0.2665 1.3690 5.7179
H: 3.0926 -3.2365 3.6840
C: -4.0424 2.2720 -2.7617
C: -0.1706 -0.1744 -3.6677
C: -4.8191 -3.3171 2.2206
N: 1.5367 -0.6263 2.2628
H: -4.4025 -4.4216 -0.9548
C: -1.0212 -2.3636 -0.9077
H: -0.8355 -3.8897 -3.2121
H: -6.0777 -4.4020 0.8676
H: -0.0574 -0.5398 -5.7742
C: 2.5388 -2.3079 3.6536
H: -3.3480 -2.2069 3.3325
C: -3.1467 3.1764 -3.2947
C: -0.2170 -0.9761 -4.7985
F: -3.5566 4.0144 -4.2624
C: -3.5783 -2.7149 2.4043
Gd: 0.9174 0.5137 -0.2823
C: -1.8220 3.2461 -2.9036
O: 2.3671 -1.7067 -2.0174
C: 0.9980 0.2241 5.8479
H: -5.5533 -3.2874 3.0141
C: 1.1278 0.0341 3.4020
C: -0.6681 -2.8320 -3.3671
C: 2.5358 -2.5869 1.1873
H: 0.0505 0.8832 -3.7312
C: 1.7560 3.8013 -0.5018
C: -5.1124 -3.9387 1.0203
N: -1.9686 -3.3642 -0.8528
C: 3.2862 2.7702 1.0524
C: -2.9300 -3.3836 0.1977
H: -2.3579 -3.6040 -1.7507
C: -2.2287 1.4912 -1.3913
F: -4.3313 0.4903 -1.2365
H: 4.4698 1.9452 -1.1203
C: 0.3630 1.2319 3.2856
H: -0.6338 2.7683 4.3545
C: -2.6227 -2.7739 1.4055
C: -0.0475 1.8625 4.4415
S: -1.0058 -2.1222 1.6929
H: -5.0709 2.2282 -3.0840
H: 1.2547 -0.1787 6.8197
O: 3.2453 -0.1241 -0.5251
H: 1.8657 -3.4503 1.1546
H: 2.3208 4.7351 -0.6478
H: 1.3991 3.4586 -2.6073
S: -0.0770 1.9537 1.7506
O: 2.2540 0.5913 -2.5030
C: 0.8264 3.5550 -1.6767
F: -1.0297 4.1016 -3.5909
F: -1.7989 0.6186 -0.4460
N: 2.6861 2.6851 -0.2834
H: 2.4196 -2.0499 5.7641
H: -0.0760 1.9065 6.5927
H: 3.9537 1.9200 1.2025
N: -0.5225 -1.7358 0.0788
H: 3.3954 2.7379 -2.2764
O: 4.3520 -0.5383 -2.6010
H: 0.2271 4.4613 -1.7805
H: 3.5558 -2.9650 1.2643
H: 4.3268 3.7124 -1.1203
H: 2.4417 -2.0497 0.2529
C: -1.2861 2.4074 -1.9004
C: -0.4368 -2.3315 -4.6402
Cl: 3.0971 -0.4690 -1.9599
H: 3.8747 3.6923 1.1607
C: 2.1845 -1.7650 2.3903

⟨S²⟩ = 15.9565
total charge = 0
orbital gap (alpha / beta) = 0.21787 / 0.25434 Eh
spin multiplicity = 8

***

Here is C32H28MnNO5P as an isolated structure at a distorted geometry from the Open Molecules 2025 dataset. Energies are from ωB97M-V/def2-TZVPD.

Cartesian coordinates (Å):
C: -3.9941 4.0692 -0.0636
C: -1.3816 -5.3113 -0.3028
C: 4.3323 0.0497 0.0053
C: 2.2422 -0.1236 -1.1619
C: -0.4548 3.3237 2.5527
C: 3.6442 0.0599 1.2134
O: 0.0749 0.0717 1.9936
H: 1.4653 -4.9995 1.6490
H: 4.1793 0.1381 2.1449
C: -4.7945 2.9234 -0.0528
C: 1.3109 0.0494 2.2929
C: 0.0384 -4.8325 0.0185
O: 1.6507 0.0933 3.5787
C: 0.4601 -5.3369 1.4071
O: 1.7611 -0.2144 -3.5068
C: 0.8190 4.6541 -1.4084
H: 0.4455 -6.4249 1.4155
O: -2.2130 -0.8591 0.0815
N: 1.5621 -0.1673 0.0265
H: 2.0329 -5.0087 -0.8274
H: 2.3569 3.5355 0.6662
C: 0.2621 3.3824 -1.4789
H: 1.0168 -0.2528 -4.1305
C: 1.0225 -5.3526 -1.0371
C: -2.1448 0.3416 0.0251
C: 0.0100 2.8104 -2.7257
H: -1.4641 2.9389 2.5139
C: 1.3039 4.4238 3.7559
C: 0.0460 -2.1645 0.0468
H: -0.2243 -4.9722 2.1694
H: 3.1536 4.6699 2.7067
C: 0.9659 4.7152 -3.8101
H: 1.6045 6.2975 -2.5225
Mn: -0.3211 -0.2883 0.0429
C: 2.1446 4.2883 2.6618
H: 5.4062 0.1260 0.0008
C: 0.0114 3.9281 3.7056
C: 2.2403 -0.0190 1.2046
H: -1.9990 4.8586 -0.0626
C: 0.0522 -3.3780 0.0229
H: -4.4582 5.0425 -0.0915
H: -1.4079 -6.3990 -0.2978
H: -0.4799 1.8475 -2.7736
C: 0.3758 3.2152 1.4390
H: -1.6912 -4.9590 -1.2844
C: 1.6938 3.6643 1.5115
H: -5.8684 3.0300 -0.0787
C: 0.3659 3.4696 -3.8873
H: -2.0900 -4.9405 0.4346
H: 4.1429 -0.0096 -2.1452
H: -0.6368 4.0130 4.5645
H: 1.6589 4.9082 4.6524
H: 0.1798 3.0154 -4.8495
H: 0.9688 5.1404 -0.4565
H: 1.0160 -6.4409 -1.0307
H: 2.6029 0.0166 3.7186
H: 0.7341 -5.0091 -2.0281
C: -2.0230 2.7164 -0.0161
C: -2.8295 1.5472 0.0009
C: -4.2397 1.6677 -0.0167
H: -4.8465 0.7754 -0.0075
H: 1.2658 5.2241 -4.7134
C: 3.6430 -0.0251 -1.1921
C: 1.1683 5.3122 -2.5773
C: 1.3303 -0.1824 -2.2531
C: -2.6093 3.9666 -0.0475
P: -0.2339 2.3674 -0.0437
O: 0.0794 -0.1827 -1.9890

total charge = +1
orbital gap = 0.21051 Eh

***

Energy above the lowest of the compared OMol25 structures with the same formula, charge and spin
In order: 1.928; 0.000; 0.000; 1.754
Unit: eV